Arrangement w

{"formula": "C30H70N10O10", "method": "ωB97M-V/def2-TZVPD", "smiles": "CNC(C)=O.CNC(C)=O.CNC(C)=O.CNC(C)=O.CNC(C)=O.CNC(C)=O.CNC(C)=O.CNC(C)=O.CNC(C)=O.CNC(C)=O", "orbital_gap_ev": 8.52, "lumo_energy_ev": -0.1, "homo_ev": -8.6, "symbols": ["C", "N", "C", "C", "O", "H", "H", "H", "H", "H", "H", "H", "C", "N", "C", "C", "O", "H", "H", "H", "H", "H", "H", "H", "C", "N", "C", "C", "O", "H", "H", "H", "H", "H", "H", "H", "C", "N", "C", "C", "O", "H", "H", "H", "H", "H", "H", "H", "C", "N", "C", "C", "O", "H", "H", "H", "H", "H", "H", "H", "C", "N", "C", "C", "O", "H", "H", "H", "H", "H", "H", "H", "C", "N", "C", "C", "O", "H", "H", "H", "H", "H", "H", "H", "C", "N", "C", "C", "O", "H", "H", "H", "H", "H", "H", "H", "C", "N", "C", "C", "O", "H", "H", "H", "H", "H", "H", "H", "C", "N", "C", "C", "O", "H", "H", "H", "H", "H", "H", "H"], "positions_angstrom": [[7.47, 1.57, 0.23], [6.33, 0.66, 0.65], [5.44, 1.11, 1.60], [4.26, 0.15, 1.90], [5.57, 2.22, 2.13], [7.82, 1.13, -0.81], [8.17, 1.55, 1.15], [7.06, 2.51, -0.15], [6.46, -0.11, 0.18], [3.46, 0.32, 2.72], [4.87, -0.74, 2.23], [3.74, -0.28, 1.08], [-3.18, -1.25, -2.18], [-4.22, -0.12, -2.34], [-3.93, 1.21, -2.14], [-5.14, 2.02, -2.51], [-2.84, 1.61, -1.88], [-3.18, -1.98, -2.99], [-3.46, -1.81, -1.38], [-2.13, -0.78, -2.11], [-5.13, -0.33, -2.65], [-4.95, 3.05, -2.47], [-5.98, 2.00, -1.92], [-5.50, 2.15, -3.58], [-1.69, -4.05, -0.40], [-3.00, -4.61, -0.33], [-3.51, -5.27, -1.34], [-4.93, -6.03, -1.15], [-2.87, -5.57, -2.31], [-1.62, -3.17, -1.05], [-1.00, -4.82, -0.79], [-1.43, -3.49, 0.54], [-3.67, -4.35, 0.39], [-5.76, -5.81, -1.85], [-5.45, -5.68, -0.23], [-4.73, -7.00, -1.31], [-4.83, -0.06, 6.39], [-3.73, -0.26, 5.40], [-3.20, 0.66, 4.71], [-1.94, 0.35, 4.08], [-3.80, 1.74, 4.53], [-5.72, 0.36, 5.94], [-4.57, 0.60, 7.32], [-5.10, -0.92, 6.93], [-3.06, -0.93, 5.49], [-2.20, -0.51, 3.37], [-1.03, 0.10, 4.78], [-1.60, 1.14, 3.33], [1.52, -3.05, 3.79], [2.79, -2.88, 4.45], [3.94, -3.03, 3.79], [5.29, -2.68, 4.48], [4.03, -3.46, 2.65], [0.92, -2.16, 4.17], [1.14, -3.98, 4.17], [1.55, -3.00, 2.75], [2.84, -2.43, 5.44], [5.22, -3.41, 5.34], [5.56, -1.66, 4.53], [6.31, -2.90, 3.98], [-1.14, -0.55, 0.68], [-0.02, -0.35, -0.17], [0.94, -1.30, -0.39], [2.10, -0.87, -1.27], [0.84, -2.39, 0.12], [-2.09, -1.02, 0.16], [-1.50, 0.50, 0.93], [-0.85, -0.97, 1.52], [-0.05, 0.42, -0.76], [2.32, 0.19, -1.24], [1.79, -0.84, -2.48], [2.95, -1.10, -0.73], [-6.28, 4.91, 1.13], [-5.05, 4.33, 1.47], [-3.94, 4.65, 0.83], [-2.77, 3.85, 1.02], [-4.06, 5.62, 0.08], [-7.02, 4.59, 1.81], [-6.62, 4.41, 0.16], [-6.30, 5.96, 0.93], [-4.82, 3.49, 2.12], [-2.17, 4.57, 0.73], [-2.80, 2.99, 0.33], [-2.61, 3.44, 2.04], [0.08, -4.33, -3.64], [1.37, -4.36, -4.50], [2.06, -3.23, -4.84], [3.28, -3.27, -5.62], [1.55, -2.08, -4.58], [-0.03, -5.51, -3.34], [-0.97, -4.09, -4.08], [0.31, -3.83, -2.77], [1.88, -5.23, -4.42], [3.33, -4.02, -6.42], [3.96, -3.57, -4.89], [3.55, -2.24, -6.17], [0.31, 2.92, -0.37], [-0.21, 2.21, -1.54], [0.56, 1.91, -2.67], [-0.12, 1.12, -3.84], [1.69, 2.26, -2.75], [1.35, 2.70, -0.17], [-0.38, 2.56, 0.50], [0.25, 3.76, -0.82], [-1.19, 1.95, -1.67], [-0.05, 0.05, -3.69], [0.34, 1.49, -4.55], [-1.03, 1.54, -4.07], [2.78, 5.89, -0.53], [3.28, 4.77, -1.38], [4.49, 4.22, -1.22], [4.77, 2.97, -1.89], [5.38, 4.92, -0.72], [1.76, 6.09, -0.72], [3.09, 6.85, -0.68], [2.83, 5.62, 0.64], [2.64, 4.09, -2.04], [4.39, 2.75, -2.94], [4.42, 2.22, -1.19], [5.79, 2.74, -2.22]]}

---

Arrangement x

{"formula": "C30H70N10O10", "method": "ωB97M-V/def2-TZVPD", "smiles": "CN(C)C=O.CN(C)C=O.CN(C)C=O.CN(C)C=O.CN(C)C=O.CN(C)C=O.CN(C)C=O.CN(C)C=O.CN(C)C=O.CN(C)C=O", "orbital_gap_ev": 8.80, "lumo_energy_ev": 0.2, "homo_ev": -8.6, "symbols": ["C", "N", "C", "C", "O", "H", "H", "H", "H", "H", "H", "H", "C", "N", "C", "C", "O", "H", "H", "H", "H", "H", "H", "H", "C", "N", "C", "C", "O", "H", "H", "H", "H", "H", "H", "H", "C", "N", "C", "C", "O", "H", "H", "H", "H", "H", "H", "H", "C", "N", "C", "C", "O", "H", "H", "H", "H", "H", "H", "H", "C", "N", "C", "C", "O", "H", "H", "H", "H", "H", "H", "H", "C", "N", "C", "C", "O", "H", "H", "H", "H", "H", "H", "H", "C", "N", "C", "C", "O", "H", "H", "H", "H", "H", "H", "H", "C", "N", "C", "C", "O", "H", "H", "H", "H", "H", "H", "H", "C", "N", "C", "C", "O", "H", "H", "H", "H", "H", "H", "H"], "positions_angstrom": [[18.28, 25.21, 23.97], [17.25, 24.99, 22.89], [17.40, 25.93, 21.70], [16.36, 23.95, 23.03], [15.68, 23.86, 22.02], [18.04, 25.01, 24.97], [18.37, 26.16, 23.97], [19.27, 24.85, 23.79], [17.90, 26.70, 21.95], [16.42, 26.21, 21.45], [17.70, 25.19, 20.87], [16.32, 23.39, 23.99], [11.10, 19.37, 23.27], [12.00, 19.80, 22.23], [13.23, 20.50, 22.56], [11.72, 19.65, 20.93], [12.29, 20.25, 20.00], [10.34, 20.00, 23.42], [11.52, 19.10, 24.37], [10.59, 18.45, 23.07], [13.45, 21.35, 21.94], [14.00, 19.85, 22.51], [13.31, 20.86, 23.57], [10.95, 18.73, 20.80], [12.97, 23.81, 19.92], [12.19, 24.10, 18.78], [12.43, 23.09, 17.69], [11.28, 25.14, 18.69], [10.53, 25.24, 17.65], [14.06, 23.27, 19.86], [12.49, 23.26, 20.49], [13.27, 24.97, 20.26], [13.26, 22.43, 17.84], [12.53, 23.63, 16.66], [11.60, 22.54, 17.62], [11.17, 25.86, 19.55], [7.87, 28.63, 22.85], [9.28, 28.43, 22.76], [10.27, 29.48, 22.90], [9.70, 27.24, 22.28], [10.90, 26.98, 21.88], [7.20, 28.22, 22.14], [7.71, 29.70, 22.61], [7.36, 28.50, 23.90], [11.16, 28.89, 23.35], [9.93, 30.25, 23.56], [10.61, 29.82, 21.82], [9.15, 26.45, 22.42], [13.33, 28.82, 18.43], [12.76, 30.24, 18.52], [13.28, 31.10, 17.40], [12.16, 30.72, 19.59], [11.91, 31.85, 19.55], [12.53, 27.96, 18.97], [14.34, 29.11, 18.86], [13.30, 28.30, 17.42], [12.55, 31.19, 16.46], [14.11, 30.63, 16.94], [13.75, 32.10, 17.60], [11.88, 29.93, 20.38], [17.43, 25.85, 17.50], [16.24, 26.43, 16.89], [15.04, 25.64, 16.96], [16.26, 27.65, 16.40], [15.21, 28.12, 15.84], [17.47, 24.74, 17.47], [17.50, 26.26, 18.61], [18.37, 26.24, 17.10], [15.13, 24.63, 17.06], [14.44, 25.69, 16.12], [14.63, 25.86, 17.96], [17.30, 28.17, 16.40], [8.41, 22.24, 20.69], [8.65, 23.20, 21.78], [10.02, 23.64, 21.89], [7.67, 23.56, 22.58], [7.81, 24.31, 23.62], [8.57, 21.13, 20.99], [9.18, 22.37, 19.91], [7.34, 22.21, 20.25], [10.54, 22.84, 21.84], [10.19, 24.16, 22.70], [10.33, 24.11, 21.01], [6.68, 23.08, 22.56], [14.64, 20.14, 15.10], [13.51, 19.97, 14.34], [13.09, 21.01, 13.37], [12.56, 19.03, 14.71], [11.38, 19.08, 14.28], [15.00, 19.27, 15.48], [14.32, 20.77, 15.96], [15.56, 20.77, 14.57], [13.46, 20.92, 12.42], [13.39, 22.02, 13.83], [12.02, 21.18, 13.08], [13.04, 18.10, 15.15], [7.25, 25.85, 18.87], [6.12, 25.12, 18.40], [5.34, 24.50, 19.55], [5.65, 25.09, 17.10], [4.56, 24.66, 16.76], [7.88, 26.09, 18.10], [8.02, 25.26, 19.55], [7.06, 26.80, 19.44], [5.82, 24.19, 20.51], [4.91, 23.78, 19.08], [4.41, 25.15, 19.79], [6.26, 25.56, 16.34], [9.00, 23.84, 15.45], [8.48, 22.63, 14.78], [7.00, 22.34, 14.84], [9.22, 21.86, 13.97], [8.88, 20.85, 13.40], [8.43, 24.06, 16.30], [9.12, 24.53, 14.60], [9.92, 23.52, 15.85], [6.74, 21.48, 14.25], [6.42, 23.18, 14.65], [6.64, 21.99, 15.82], [10.41, 22.28, 13.92]]}

---

Which structure is most stable, and how do the rest compare? From most to least stable: arrangement w, arrangement x.

---

Arrangement w

{"formula": "C38H27BCl2F4N5O2V", "method": "ωB97M-V/def2-TZVPD", "charge": -1, "orbital_gap_ev": [6.78, 6.86], "spin_multiplicity": 2, "lumo_energy_ev": [2.3, 2.4], "s2": 0.832, "homo_ev": [-4.4, -4.5], "symbols": ["V", "C", "C", "N", "C", "C", "C", "C", "C", "C", "C", "N", "C", "C", "C", "C", "C", "C", "C", "C", "N", "C", "H", "H", "H", "H", "H", "H", "H", "H", "H", "H", "H", "H", "N", "C", "C", "C", "C", "C", "C", "H", "H", "H", "H", "H", "F", "B", "F", "F", "F", "Cl", "C", "C", "C", "C", "C", "Cl", "C", "N", "C", "C", "C", "C", "C", "C", "C", "C", "O", "O", "H", "H", "H", "H", "H", "H", "H", "H", "H", "H"], "positions_angstrom": [[-0.41, -1.24, 0.04], [-0.84, 3.05, 0.87], [-0.36, 1.80, 0.43], [-0.94, 0.68, 0.75], [-2.04, 0.68, 1.55], [-2.63, 1.88, 1.99], [-1.97, 3.08, 1.64], [-3.83, 1.83, 2.74], [-4.39, 0.61, 2.99], [-3.79, -0.59, 2.59], [-2.58, -0.60, 1.91], [-1.85, -1.67, 1.45], [-1.97, -2.94, 1.94], [-2.60, -3.38, 3.09], [-2.65, -4.75, 3.42], [-2.10, -5.71, 2.62], [-1.39, -5.31, 1.47], [-0.75, -6.21, 0.59], [-0.05, -5.74, -0.49], [0.06, -4.35, -0.67], [-0.53, -3.48, 0.12], [-1.29, -3.94, 1.16], [-0.32, 3.95, 0.60], [0.51, 1.71, -0.21], [-2.38, 4.02, 1.98], [-4.29, 2.75, 3.08], [-5.33, 0.56, 3.53], [-4.30, -1.52, 2.80], [-3.03, -2.67, 3.78], [-3.15, -5.03, 4.33], [-2.17, -6.76, 2.87], [-0.82, -7.27, 0.79], [0.44, -6.40, -1.18], [0.66, -3.93, -1.46], [-1.36, -1.11, -1.30], [-2.36, -0.83, -2.19], [-3.66, -0.55, -1.73], [-4.67, -0.26, -2.63], [-4.42, -0.23, -3.99], [-3.14, -0.51, -4.46], [-2.12, -0.80, -3.57], [-3.84, -0.58, -0.66], [-5.66, -0.04, -2.25], [-5.22, 0.00, -4.69], [-2.93, -0.49, -5.52], [-1.11, -1.01, -3.92], [2.42, 0.42, 2.03], [1.48, -0.32, 2.78], [0.83, -1.26, 1.87], [0.52, 0.53, 3.31], [2.11, -1.06, 3.76], [4.08, 3.13, 2.31], [3.12, 4.01, 1.17], [2.74, 5.31, 1.49], [2.02, 6.06, 0.58], [1.64, 5.49, -0.62], [1.98, 4.18, -0.91], [1.33, 3.48, -2.36], [2.77, 3.41, -0.04], [3.15, 2.10, -0.32], [3.81, 1.72, -1.48], [4.31, 2.67, -2.38], [4.95, 2.29, -3.55], [5.13, 0.95, -3.84], [4.69, 0.01, -2.93], [4.04, 0.35, -1.75], [3.71, -0.74, -0.77], [2.27, -1.23, -0.68], [1.32, -0.36, -0.65], [2.06, -2.44, -0.60], [3.04, 5.72, 2.45], [1.74, 7.08, 0.82], [1.05, 6.05, -1.34], [3.00, 1.42, 0.41], [4.19, 3.72, -2.15], [5.31, 3.06, -4.22], [5.62, 0.65, -4.75], [4.86, -1.05, -3.12], [3.97, -0.44, 0.25], [4.31, -1.62, -1.00]]}

---

Arrangement x

{"formula": "C38H27BCl2F4N5O2V", "method": "ωB97M-V/def2-TZVPD", "charge": -1, "orbital_gap_ev": [7.00, 7.18], "spin_multiplicity": 2, "lumo_energy_ev": [2.4, 2.4], "s2": 0.834, "homo_ev": [-4.6, -4.8], "symbols": ["V", "C", "C", "N", "C", "C", "C", "C", "C", "C", "C", "N", "C", "C", "C", "C", "C", "C", "C", "C", "N", "C", "H", "H", "H", "H", "H", "H", "H", "H", "H", "H", "H", "H", "N", "C", "C", "C", "C", "C", "C", "H", "H", "H", "H", "H", "F", "B", "F", "F", "F", "Cl", "C", "C", "C", "C", "C", "Cl", "C", "N", "C", "C", "C", "C", "C", "C", "C", "C", "O", "O", "H", "H", "H", "H", "H", "H", "H", "H", "H", "H"], "positions_angstrom": [[0.16, -0.14, 0.02], [-1.30, -3.84, -2.32], [-1.36, -2.67, -1.55], [-0.41, -2.33, -0.71], [0.68, -3.12, -0.58], [0.84, -4.31, -1.32], [-0.20, -4.65, -2.20], [2.02, -5.08, -1.14], [2.97, -4.64, -0.28], [2.82, -3.44, 0.46], [1.69, -2.67, 0.34], [1.36, -1.50, 0.98], [1.45, -1.34, 2.34], [2.38, -1.88, 3.22], [2.29, -1.63, 4.61], [1.30, -0.86, 5.15], [0.30, -0.33, 4.30], [-0.80, 0.42, 4.76], [-1.75, 0.84, 3.87], [-1.61, 0.53, 2.51], [-0.59, -0.15, 2.06], [0.38, -0.58, 2.92], [-2.11, -4.08, -3.00], [-2.19, -1.98, -1.63], [-0.12, -5.56, -2.79], [2.15, -5.99, -1.72], [3.89, -5.21, -0.16], [3.65, -3.11, 1.07], [3.20, -2.48, 2.86], [3.05, -2.05, 5.25], [1.26, -0.66, 6.21], [-0.88, 0.65, 5.81], [-2.61, 1.42, 4.20], [-2.35, 0.84, 1.78], [0.96, 1.22, 0.48], [1.42, 2.26, 1.26], [0.68, 3.44, 1.35], [1.12, 4.46, 2.18], [2.28, 4.32, 2.92], [3.02, 3.14, 2.83], [2.60, 2.11, 2.00], [-0.22, 3.53, 0.76], [0.54, 5.37, 2.25], [2.62, 5.12, 3.57], [3.93, 3.02, 3.41], [3.15, 1.19, 1.92], [-3.80, 1.16, 0.03], [-2.73, 1.23, -0.85], [-1.85, 0.07, -0.49], [-1.98, 2.38, -0.64], [-3.11, 1.06, -2.16], [6.67, -0.72, -5.17], [6.60, 0.24, -3.72], [7.79, 0.55, -3.08], [7.76, 1.32, -1.93], [6.56, 1.77, -1.42], [5.37, 1.43, -2.07], [3.88, 1.93, -1.37], [5.36, 0.67, -3.24], [4.17, 0.33, -3.91], [3.33, 1.34, -4.38], [3.85, 2.57, -4.78], [3.01, 3.57, -5.25], [1.65, 3.35, -5.35], [1.14, 2.12, -4.98], [1.95, 1.10, -4.50], [1.37, -0.24, -4.13], [1.45, -0.56, -2.64], [2.42, -1.19, -2.20], [0.48, -0.08, -1.95], [8.72, 0.19, -3.49], [8.69, 1.58, -1.43], [6.51, 2.36, -0.52], [3.70, -0.46, -3.47], [4.91, 2.74, -4.70], [3.44, 4.52, -5.54], [0.99, 4.13, -5.71], [0.07, 1.93, -5.04], [1.90, -1.03, -4.67], [0.32, -0.26, -4.43]]}

---

Which structure is most stable, and how do the rest compare? From most to least stable: arrangement w, arrangement x.

---

Arrangement w

{"formula": "C4H14N2O", "method": "ωB97M-V/def2-TZVPD", "charge": 2, "orbital_gap_ev": 11.98, "lumo_energy_ev": -6.5, "homo_ev": -18.5, "symbols": ["C", "C", "C", "C", "N", "N", "H", "H", "H", "H", "H", "H", "H", "H", "H", "H", "H", "H", "H", "H", "O"], "positions_angstrom": [[-1.53, -0.80, -0.68], [-0.19, -0.31, -1.46], [0.41, 0.99, -0.71], [1.70, 1.19, -0.84], [2.26, 2.53, -0.39], [-1.21, -1.91, 0.28], [-2.07, -0.01, -0.05], [-2.16, -1.17, -1.44], [0.58, -1.09, -1.69], [-0.57, 0.27, -2.37], [-0.15, 1.73, -0.22], [2.56, 0.66, -1.29], [2.78, 2.98, -1.23], [1.51, 3.08, 0.04], [2.81, 2.09, 0.36], [-0.72, -2.70, -0.15], [-0.63, -1.51, 1.15], [-2.11, -2.21, 0.66], [-1.00, -2.01, 3.66], [-1.08, -0.45, 3.38], [-1.18, -1.37, 2.99]]}

---

Arrangement x

{"formula": "C4H14N2O", "method": "ωB97M-V/def2-TZVPD", "charge": 2, "orbital_gap_ev": 11.61, "lumo_energy_ev": -6.7, "homo_ev": -18.4, "symbols": ["C", "C", "C", "C", "N", "N", "H", "H", "H", "H", "H", "H", "H", "H", "H", "H", "H", "H", "H", "H", "O"], "positions_angstrom": [[1.40, 0.51, 0.74], [0.33, 0.01, -0.21], [-0.30, -1.34, 0.19], [-1.63, -1.41, 0.31], [-2.53, -2.35, 0.98], [2.29, 1.58, 0.10], [0.78, 0.90, 1.51], [2.17, -0.19, 0.86], [-0.57, 0.62, -0.35], [0.55, -0.07, -1.31], [0.21, -2.09, 0.86], [-2.28, -0.75, -0.27], [-2.12, -3.19, 1.41], [-2.96, -1.90, 1.82], [-3.32, -2.62, 0.37], [2.48, 2.40, 0.67], [3.20, 1.16, -0.13], [1.99, 1.96, -0.85], [-0.09, 3.12, -1.65], [-0.47, 1.75, -1.82], [0.36, 2.26, -1.87]]}

---

Which structure is most stable, and how do the rest compare? From most to least stable: arrangement w, arrangement x.

---

Arrangement w

{"formula": "C4H3F3", "method": "ωB97M-V/def2-TZVPD", "smiles": "C=C(F)/C(F)=C\\F", "orbital_gap_ev": 9.96, "lumo_energy_ev": 0.7, "homo_ev": -9.3, "symbols": ["C", "C", "F", "C", "F", "C", "F", "H", "H", "H"], "positions_angstrom": [[-0.48, -0.98, 1.29], [-0.56, -0.74, -0.01], [-1.28, -1.56, -0.79], [0.01, 0.39, -0.76], [-0.69, 0.59, -1.89], [1.04, 1.22, -0.58], [1.83, 1.36, 0.46], [0.00, -0.33, 2.05], [-1.12, -1.81, 1.66], [1.27, 1.85, -1.43]]}

---

Arrangement x

{"formula": "C4H3F3", "method": "ωB97M-V/def2-TZVPD", "orbital_gap_ev": 9.17, "lumo_energy_ev": -0.3, "homo_ev": -9.5, "symbols": ["C", "C", "C", "C", "F", "F", "F", "H", "H", "H"], "positions_angstrom": [[-0.83, 0.28, 0.14], [0.49, -0.52, 0.04], [-2.07, -0.52, -0.37], [1.69, 0.02, -0.20], [-3.17, 0.15, -0.05], [2.73, -0.82, -0.05], [2.05, 1.11, -0.79], [-0.86, 0.74, 1.25], [-0.66, 1.07, -0.55], [0.63, -1.51, 0.57]]}

---

Which structure is most stable, and how do the rest compare? From most to least stable: arrangement w, arrangement x.